The following is a quantum chemistry calculation of a 2-piece molecular cluster, C5H6OS2 overall, from the OMol25 dataset.

Results
Energy above the lowest of the compared OMol25 structures with the same formula, charge and spin ... 7.469 eV
LUMO energy ... -2.227 eV
DFT total energy ... -1065.4542 a.u.

Atoms and positions in Å:
C -0.0191 0.7556 -1.1212
C -0.9622 -0.3675 -1.5512
C 0.1213 -0.4049 0.8502
C -0.0964 -0.6952 2.2296
C 0.4492 0.7057 0.3751
H 2.2600 0.1901 -0.1968
H -0.2828 1.8352 -1.3892
H -1.9650 -0.1299 -1.3403
H -0.8920 -0.8298 -2.5586
H -0.5011 -1.6646 2.4327
H 0.9877 1.5971 0.9628
O 1.2298 0.5358 -1.8328
S -0.4883 -1.7513 -0.2863
S 0.1589 0.2237 3.4259

natural (NBO) atomic charge list, values in e, 5 entries: C 0.0026; C -0.4628; C -0.1990; C -0.3657; C -0.2239